ORCA calculation (ωB97M-V/def2-TZVPD) on an isolated molecule of C4H5NO2 at a distorted geometry.

```
12
Properties=species:S:1:pos:R:3:forces:R:3
C 1.645 0.690 -0.698 -0.57 -0.29 -0.31
C 0.515 0.016 -0.468 -1.22 0.96 -0.08
C 0.184 -0.745 0.779 -0.36 0.54 -0.01
C -0.952 -0.088 1.491 -0.80 -0.71 1.52
N -1.802 0.221 2.222 1.32 -0.11 -1.33
O -0.565 0.195 -1.395 1.69 0.00 -0.31
O -1.878 -0.274 -1.039 0.67 0.22 0.23
H 2.461 0.708 0.017 -0.21 -0.32 -0.11
H 1.768 1.269 -1.609 -0.10 -0.07 0.16
H 1.046 -0.751 1.458 -0.19 0.03 -0.25
H -0.067 -1.781 0.532 -0.21 0.16 0.17
H -2.354 0.540 -1.290 0.00 -0.40 0.32
```
Positions in Å, forces in eV/Å.

Calculated values
Energy relative to the best compared isomer or geometry (same formula, charge and spin), kJ/mol: 431.0
Lowest unoccupied orbital energy, Ha: 0.027
Structure (SMILES): C=C(CC#N)OO
Kohn-Sham gap, eV: 10.2461
Multiplicity: 1
Calculated total energy, Eh: -360.50527

Löwdin atomic charge list, values in e, 4 entries: 0.08 -0.33 -0.11 -0.21